(1)
Molecular formula: C3H8NO2
Method: DFT, wB97M-V/def2-TZVPD

The geometry in ORCA input format:
```
! RIJCOSX wB97M-V def2-TZVPD def2/J DEFGRID3
* xyz -1 1
C 1.067 0.116 -1.000
C 0.692 -0.456 1.477
C 0.289 0.403 0.246
N -1.744 -0.726 -0.601
O -2.634 0.341 -0.258
O -0.466 1.448 0.388
H 1.660 1.066 -1.171
H 0.477 -0.042 -1.976
H 1.776 -0.628 -0.743
H 0.042 -0.275 2.309
H 1.767 -0.414 1.594
H 0.488 -1.563 1.199
H -1.327 -0.480 -1.502
H -2.088 1.209 0.038
*
```

As for the calculated total energy: -8822.572 eV. The value obtained for the LUMO energy (alpha / beta) is 4.1 / 4.1 eV. The HOMO energy (alpha / beta) comes out at -1.759 / -1.760 eV. The value obtained for the gap between HOMO and LUMO (alpha / beta) is 0.214 / 0.214 Eh. As for the energy above the lowest of the compared OMol25 structures with the same formula, charge and spin: 120.37 kcal per mole.



(2)
Molecular formula: C3H8NO2
Method: DFT, wB97M-V/def2-TZVPD

The geometry in ORCA input format:
```
! RIJCOSX wB97M-V def2-TZVPD def2/J DEFGRID3
* xyz 0 2
O 1.172 -1.030 1.445
C 1.777 -0.104 1.877
O 1.587 1.164 1.447
H 2.536 -0.156 2.676
H 2.157 1.761 1.956
C -0.969 0.043 -0.516
C -0.519 1.072 -1.206
N -1.458 -1.183 -1.194
H -0.919 -0.109 0.545
H -0.013 1.877 -0.687
H -0.651 1.162 -2.274
H -0.682 -1.919 -1.245
H -1.760 -0.986 -2.159
H -2.258 -1.592 -0.665
*
```

As for the calculated total energy: -8821.667 eV. The value obtained for the LUMO energy (alpha / beta) is 0.3 / 0.2 eV. The HOMO energy (alpha / beta) comes out at -3.429 / -10.374 eV. The value obtained for the gap between HOMO and LUMO (alpha / beta) is 0.137 / 0.390 Eh. As for the energy above the lowest of the compared OMol25 structures with the same formula, charge and spin: 46.54 kcal per mole.



(3)
Molecular formula: C3H8NO2
Method: DFT, wB97M-V/def2-TZVPD

The geometry in ORCA input format:
```
! RIJCOSX wB97M-V def2-TZVPD def2/J DEFGRID3
* xyz 1 1
N 0.239 0.867 -1.283
C -0.273 -0.540 -1.072
C -0.769 -0.648 0.435
C 0.187 -0.317 1.534
O 0.098 -0.748 2.648
O 1.066 0.729 1.344
H 1.176 0.912 -1.726
H 0.393 1.348 -0.386
H -0.410 1.425 -1.842
H 0.527 -1.252 -1.258
H -1.221 -0.829 -1.540
H -1.172 -1.660 0.600
H -1.591 0.082 0.522
H 1.750 0.631 2.024
*
```

As for the calculated total energy: -8819.006 eV. The value obtained for the LUMO energy is -3.9 eV. The HOMO energy comes out at -14.790 eV. The value obtained for the gap between HOMO and LUMO is 0.401 Eh. As for the energy above the lowest of the compared OMol25 structures with the same formula, charge and spin: 21.82 kcal per mole.



(4)
Molecular formula: C3H8NO2
Method: DFT, wB97M-V/def2-TZVPD

The geometry in ORCA input format:
```
! RIJCOSX wB97M-V def2-TZVPD def2/J DEFGRID3
* xyz 1 1
C 1.099 -0.470 -0.287
C -1.125 -2.083 0.379
C 0.237 1.633 0.093
N 1.113 0.761 -0.737
O -0.269 -1.883 -0.395
O -1.071 1.167 -0.082
H 1.142 -0.553 0.781
H 1.722 -1.204 -0.881
H -1.575 -1.312 1.029
H -1.504 -3.055 0.427
H 0.627 1.663 1.207
H 0.336 2.620 -0.290
H 0.941 0.987 -1.631
H -1.672 1.729 0.387
*
```

As for the calculated total energy: -8816.261 eV. The value obtained for the LUMO energy is -4.3 eV. The HOMO energy comes out at -15.499 eV. The value obtained for the gap between HOMO and LUMO is 0.412 Eh. As for the energy above the lowest of the compared OMol25 structures with the same formula, charge and spin: 85.13 kcal per mole.



(5)
Molecular formula: C3H8NO2S
Method: DFT, wB97M-V/def2-TZVPD

The geometry in ORCA input format:
```
! RIJCOSX wB97M-V def2-TZVPD def2/J DEFGRID3
* xyz -1 1
C -1.182 0.302 0.456
C -0.481 -1.038 0.659
S -0.323 -2.078 -0.906
C -0.448 1.282 -0.442
N -0.396 0.900 -1.739
O 0.004 2.352 -0.062
H -1.273 0.824 1.416
H -2.188 0.179 0.065
H -1.059 -1.807 1.161
H 0.418 -0.883 1.250
H 0.026 1.531 -2.387
H -0.384 -0.112 -1.930
H 2.748 -1.183 0.712
H 1.914 0.056 0.610
O 2.625 -0.324 1.137
*
```

As for the calculated total energy: -19662.883 eV. The value obtained for the LUMO energy is 3.9 eV. The HOMO energy comes out at -3.065 eV. The value obtained for the gap between HOMO and LUMO is 0.256 Eh. As for the energy above the lowest of the compared OMol25 structures with the same formula, charge and spin: 21.60 kcal per mole.



(6)
Molecular formula: C3H8NO3
Method: DFT, wB97M-V/def2-TZVPD

The geometry in ORCA input format:
```
! RIJCOSX wB97M-V def2-TZVPD def2/J DEFGRID3
* xyz -1 1
C 1.117 -0.498 -0.629
N -0.094 -0.596 0.153
C -0.062 -0.079 1.534
O 0.850 0.709 1.779
O -1.044 -0.532 2.200
C 1.156 0.888 -1.330
H 1.084 -1.232 -1.438
H 2.030 -0.625 -0.011
H -0.460 -1.537 0.179
H 2.101 1.220 -1.760
H 0.247 1.023 -1.955
H 1.051 1.657 -0.591
H -2.613 -0.021 -0.144
H -2.297 -0.368 1.304
O -3.065 -0.008 0.708
*
```

As for the calculated total energy: -10875.476 eV. The value obtained for the LUMO energy is 4.0 eV. The HOMO energy comes out at -4.971 eV. The value obtained for the gap between HOMO and LUMO is 0.330 Eh. As for the energy above the lowest of the compared OMol25 structures with the same formula, charge and spin: 7.19 kcal per mole.



(7)
Molecular formula: C3H8NO3
Method: DFT, wB97M-V/def2-TZVPD

The geometry in ORCA input format:
```
! RIJCOSX wB97M-V def2-TZVPD def2/J DEFGRID3
* xyz -1 1
O -1.052 2.147 -0.686
C -0.063 1.450 -0.412
N -0.071 0.127 -0.429
C -1.279 -0.853 -0.657
O -0.845 -2.089 -0.519
C 1.221 2.178 -0.064
H 0.701 -0.404 -0.121
H -1.609 -0.589 -1.670
H -1.980 -0.526 0.125
H 1.997 1.541 0.379
H 1.695 2.560 -0.966
H 0.985 2.954 0.591
H -0.279 -2.767 0.762
H 0.521 -2.499 2.048
O 0.057 -3.231 1.619
*
```

As for the calculated total energy: -10874.538 eV. The value obtained for the LUMO energy is 3.8 eV. The HOMO energy comes out at -3.931 eV. The value obtained for the gap between HOMO and LUMO is 0.282 Eh. As for the energy above the lowest of the compared OMol25 structures with the same formula, charge and spin: 28.82 kcal per mole.



(8)
Molecular formula: C3H8NO3
Method: DFT, wB97M-V/def2-TZVPD

The geometry in ORCA input format:
```
! RIJCOSX wB97M-V def2-TZVPD def2/J DEFGRID3
* xyz -1 1
C 0.621 -1.030 -1.094
N 0.786 0.418 -0.943
C -0.472 1.088 -0.573
C -1.346 0.149 0.296
O -0.955 0.112 1.529
O -2.097 -0.614 -0.248
H 1.572 -1.436 -1.435
H -0.290 -1.387 -1.564
H 0.626 -1.495 -0.070
H 1.430 0.445 -0.075
H -1.116 1.261 -1.444
H -0.171 2.044 -0.150
H 2.403 0.243 1.747
H -0.510 -0.726 0.940
O 2.704 0.168 0.834
*
```

As for the calculated total energy: -10871.035 eV. The value obtained for the LUMO energy is 3.7 eV. The HOMO energy comes out at -3.355 eV. The value obtained for the gap between HOMO and LUMO is 0.261 Eh. As for the energy above the lowest of the compared OMol25 structures with the same formula, charge and spin: 109.61 kcal per mole.



(9)
Molecular formula: C3H8NO3
Method: DFT, wB97M-V/def2-TZVPD

The geometry in ORCA input format:
```
! RIJCOSX wB97M-V def2-TZVPD def2/J DEFGRID3
* xyz -1 1
O -0.482 -2.447 1.071
C 0.034 -1.503 0.451
C 0.128 -0.126 1.167
N -0.381 1.000 0.346
C -0.661 0.412 -1.020
O -1.061 -0.878 -0.849
H 0.847 -1.768 -0.275
H 1.194 0.184 1.269
H -0.308 -0.177 2.162
H -1.317 1.244 0.663
H 0.264 0.524 -1.606
H -1.483 0.974 -1.465
H 1.314 1.963 -0.456
H 2.245 2.057 -1.446
O 1.882 2.698 -0.804
*
```

As for the calculated total energy: -10872.887 eV. The value obtained for the LUMO energy is 4.0 eV. The HOMO energy comes out at -3.811 eV. The value obtained for the gap between HOMO and LUMO is 0.288 Eh. As for the energy above the lowest of the compared OMol25 structures with the same formula, charge and spin: 66.90 kcal per mole.



(10)
Molecular formula: C3H8NO3P
Method: DFT, wB97M-V/def2-TZVPD

The geometry in ORCA input format:
```
! RIJCOSX wB97M-V def2-TZVPD def2/J DEFGRID3
* xyz 0 1
C -0.675 2.480 -0.772
C 0.318 1.383 -1.018
P 0.243 0.251 0.472
O 0.289 0.847 1.795
O -0.972 -0.810 0.260
N 0.067 -1.834 -0.119
C 0.131 -2.969 0.821
O 1.177 -1.051 0.175
H -1.578 2.076 -0.484
H -0.408 3.101 0.042
H -0.779 3.171 -1.532
H 1.350 1.940 -0.911
H 0.253 0.931 -1.954
H 0.567 -3.788 0.281
H 0.827 -2.507 1.669
H -0.810 -3.222 1.273
*
```

As for the calculated total energy: -20159.986 eV. The value obtained for the LUMO energy is 0.9 eV. The HOMO energy comes out at -9.809 eV. The value obtained for the gap between HOMO and LUMO is 0.394 Eh. As for the energy above the lowest of the compared OMol25 structures with the same formula, charge and spin: 79.50 kcal per mole.



(11)
Molecular formula: C3H8NO4
Method: DFT, wB97M-V/def2-TZVPD

The geometry in ORCA input format:
```
! RIJCOSX wB97M-V def2-TZVPD def2/J DEFGRID3
* xyz -1 1
O -0.583 0.585 2.750
C 0.105 -0.228 2.033
O 1.043 -1.090 2.174
C -0.271 -0.202 0.492
C 0.824 -0.480 -0.565
O -0.774 -2.623 -1.198
N -1.005 1.038 0.286
H -0.462 1.720 -0.247
H 1.868 -0.739 -0.134
H 0.901 0.451 -1.135
H 0.444 -1.273 -1.221
H -1.122 -3.282 -1.713
H -1.419 1.355 1.195
H 0.768 3.276 -1.825
H -0.979 -1.030 0.362
O 0.663 2.522 -1.253
*
```

As for the calculated total energy: -12915.014 eV. The value obtained for the LUMO energy is -0.8 eV. The HOMO energy comes out at -4.712 eV. The value obtained for the gap between HOMO and LUMO is 0.143 Eh. As for the energy above the lowest of the compared OMol25 structures with the same formula, charge and spin: 189.36 kcal per mole.



(12)
Molecular formula: C3H8NO4PS
Method: DFT, wB97M-V/def2-TZVPD

The geometry in ORCA input format:
```
! RIJCOSX wB97M-V def2-TZVPD def2/J DEFGRID3
* xyz 0 1
O 2.449 2.048 0.465
P 0.957 1.266 0.253
O 1.475 0.545 -1.093
S -0.565 2.638 -0.554
H 2.716 2.170 -0.438
H 0.829 -0.059 -1.459
H -0.718 2.978 0.674
O -1.857 0.785 2.078
C -1.469 1.736 2.624
O -1.260 2.654 3.216
C 0.636 -2.819 -0.333
C -0.328 -2.269 -1.153
N -0.969 -1.027 -0.930
H 0.799 -2.507 0.688
H 0.763 -3.900 -0.494
H -0.511 -2.758 -2.133
H -1.902 -0.878 -1.369
H -1.046 -0.604 -0.042
*
```

As for the calculated total energy: -33045.684 eV. The value obtained for the LUMO energy is 0.5 eV. The HOMO energy comes out at -8.809 eV. The value obtained for the gap between HOMO and LUMO is 0.340 Eh. As for the energy above the lowest of the compared OMol25 structures with the same formula, charge and spin: 0.00 kcal per mole.